[1]
Density functional theory data (wB97M-V/def2-TZVPD) for a cluster of 2 separate species, C2H5ClO2S in total at a distorted geometry.

Geometry (Å):
C 0.7976 -0.1094 -1.2542
C -0.0670 -1.1136 -1.0792
O -1.2801 0.2592 2.5920
O 0.5135 0.9726 -2.0500
S 0.2884 0.2945 1.9715
Cl 1.1683 1.5638 3.2188
H -1.8506 0.5521 1.8137
H 1.8181 -0.1967 -0.9144
H -1.0657 -1.2213 -1.4825
H 0.1350 -1.9249 -0.5024
H -0.4577 0.9237 -2.3132

The expectation value of S² is 2.01. The spin multiplicity is 3. The value obtained for the HOMO energy (spin up / spin down) is -5.7 / -9.2 eV. For the energy above the lowest of the compared OMol25 structures with the same formula, charge and spin, the calculation gives 29.2 kcal/mol. The calculation puts the HOMO-LUMO gap (spin up / spin down) at 5.87 / 6.93 eV.

***

[2]
Density functional theory data (wB97M-V/def2-TZVPD) for an isolated molecule of C2H5ClO3 at a distorted geometry.

Geometry (Å):
C 1.0070 0.3235 -0.7665
C -0.1934 0.0636 0.0830
O -0.9109 -1.1038 -0.3193
O -1.0676 1.1278 0.0284
O 0.3522 -0.1535 1.2487
Cl -0.5582 -0.6157 2.7393
H 0.7559 0.3562 -1.9723
H 1.3654 1.3035 -0.5035
H 1.6486 -0.4625 -0.6893
H -0.3725 -1.8302 -0.1652
H -2.0264 0.9912 0.3168

The spin multiplicity is 1. The value obtained for the HOMO energy is -10.9 eV. As for the structure (SMILES): CC(O)(O)OCl. For the energy above the lowest of the compared OMol25 structures with the same formula, charge and spin, the calculation gives 55.7 kcal/mol. The calculation puts the HOMO-LUMO gap at 9.94 eV.

***

[3]
Density functional theory data (wB97M-V/def2-TZVPD) for a cluster of 2 separate species, C2H5ClOS in total at a distorted geometry.

Geometry (Å):
C -0.1582 -0.0631 0.3715
C 0.2568 -0.0605 -1.0549
O 0.8824 0.8138 -1.6134
H -0.6785 0.9347 0.5395
H -0.7022 -1.0612 0.6924
H 0.6737 -0.1102 0.9327
H -0.0704 -1.0210 -1.5601
S -2.8026 -0.2043 -2.0380
Cl -3.6166 -0.6690 -3.8622
H -1.6775 -0.9727 -1.9805

The spin multiplicity is 1. The value obtained for the HOMO energy is -9.6 eV. As for the structure (SMILES): CC=O.SCl. For the energy above the lowest of the compared OMol25 structures with the same formula, charge and spin, the calculation gives 29.3 kcal/mol. The calculation puts the HOMO-LUMO gap at 9.33 eV.

***

[4]
Density functional theory data (wB97M-V/def2-TZVPD) for a structure of composition C2H5F at a distorted geometry.

Geometry (Å):
C -0.6453 -0.4081 0.0592
C 0.5214 0.5118 0.0085
H -0.3524 -1.3031 -0.6212
H -1.5977 0.2378 -0.7762
H -0.7735 -0.8053 1.1484
H 0.6331 1.1032 -0.7704
H 0.6238 1.1408 0.9833
F 1.5905 -0.4771 -0.0317

The spin multiplicity is 1. The value obtained for the HOMO energy is -11.4 eV. For the energy above the lowest of the compared OMol25 structures with the same formula, charge and spin, the calculation gives 44.2 kcal/mol. The calculation puts the HOMO-LUMO gap at 12.41 eV.

***

[5]
Density functional theory data (wB97M-V/def2-TZVPD) for a cluster of 2 separate species, C2H5F2N2P in total at a distorted geometry.

Geometry (Å):
C -3.4481 0.1780 0.2282
C 2.5414 -0.6414 -0.4632
N -2.7558 0.5229 -0.6976
N 1.2860 -0.9330 0.1760
F -0.7762 -1.4932 1.2280
F -0.5093 -2.3582 -1.0112
P -0.2408 -0.9129 -0.1527
H -4.3846 0.5925 0.1016
H -3.2059 -0.5753 1.0249
H 2.9692 -1.5763 -0.6274
H 3.2238 -0.1444 0.2154
H 2.4072 -0.1262 -1.3513

The spin multiplicity is 1. The value obtained for the HOMO energy (spin up / spin down) is -9.5 / -9.8 eV. For the energy above the lowest of the compared OMol25 structures with the same formula, charge and spin, the calculation gives 83.9 kcal/mol. The calculation puts the HOMO-LUMO gap (spin up / spin down) at 7.47 / 9.46 eV.

***

[6]
Density functional theory data (wB97M-V/def2-TZVPD) for the ion C2H5F2N3 with charge +2 at a distorted geometry.

Geometry (Å):
C -0.4400 -0.1505 1.4240
C 0.8776 1.2839 -0.1010
N -1.2005 -1.1133 1.7327
N 1.4095 1.5429 -1.2179
N 0.0723 0.1416 0.1783
F -0.0619 0.5353 2.4277
F 1.1222 1.9610 1.0115
H -1.4092 -1.9582 1.1046
H -1.5030 -1.2719 2.6938
H 1.1724 0.9823 -2.0935
H 1.8525 2.5236 -1.5028
H -0.1254 -0.6198 -0.5679

The expectation value of S² is 2.01. The spin multiplicity is 3. The value obtained for the HOMO energy (spin up / spin down) is -16.1 / -21.9 eV. For the energy above the lowest of the compared OMol25 structures with the same formula, charge and spin, the calculation gives 0.0 kcal/mol. As for the charge: +2. The calculation puts the HOMO-LUMO gap (spin up / spin down) at 6.80 / 6.24 eV.